Entry from OMol25: a structure of composition C33H37BF3N9O2SV in a non-equilibrium geometry (ωB97M-V/def2-TZVPD).

## Properties
LUMO energy (spin up / spin down) (eV): 4.122 / 4.121
Kohn-Sham gap (spin up / spin down) (eV): 3.804 / 4.965
Expectation value of S²: 3.8445
E_HOMO (spin up / spin down) (eV): 0.32 / -0.84
Largest force on an atom (eV Å⁻¹): 2.324
Multiplicity: 4
Charge: -2

Positions of all 87 atoms, in Å:
B (-1.5266, -0.7748, -2.8409)
C (-3.3696, 0.1819, 1.6389)
C (-0.0522, -1.2965, 3.7300)
H (1.5213, -2.6635, 0.1639)
N (0.7632, 0.7949, 2.7538)
C (-0.7561, 2.7546, -3.7632)
H (0.9819, 3.0082, 4.1115)
N (-2.2618, -0.2832, -0.5385)
N (2.1308, -0.8237, 0.9060)
H (2.4520, 0.3776, -2.6661)
H (-1.9204, 4.6469, -1.3694)
H (-0.7333, 3.6346, -4.3867)
H (-1.4336, -4.3315, 4.4791)
C (0.0607, -0.4293, 2.6011)
C (-0.9103, -3.3927, 4.6335)
C (-1.2797, 3.6075, 0.3942)
H (5.5591, -2.6235, 0.8270)
N (-0.3953, 1.3531, -2.0673)
C (2.6971, -0.0321, -1.6837)
H (0.9456, -0.0583, 5.1984)
H (-0.5500, -3.7666, 6.7337)
H (-4.4070, 0.2540, 1.9690)
C (2.2828, -1.8940, -0.0561)
H (-3.5792, -3.0631, -3.0723)
H (0.0103, -2.1906, -5.1955)
H (-1.9713, -1.1941, -3.8737)
O (-1.6661, 2.4483, 0.1080)
F (4.8185, -0.7132, 4.1796)
C (3.0183, -0.6089, 1.8082)
H (3.7535, -0.3122, -1.6568)
C (-0.4154, -3.0829, 5.9032)
H (-0.7650, -3.4326, -4.2122)
C (-1.4681, 1.5888, -3.9867)
N (0.3182, 1.7110, 1.8027)
C (0.2562, -1.8695, 6.0789)
H (-0.0407, 4.9865, 1.4544)
H (2.5167, 0.7248, -0.9172)
H (-4.6146, -1.7251, -3.5711)
N (-1.2217, 0.7580, -2.9574)
O (-0.5843, -0.6699, 1.5093)
C (3.6648, -2.4894, -0.0889)
C (0.6303, -2.2133, -3.1473)
H (2.7274, -2.7286, -2.9515)
C (1.3069, 3.4921, 3.1859)
C (0.9237, 3.4207, -1.8767)
N (-2.5448, -0.9275, -1.6875)
C (-0.7375, -2.5306, 3.5740)
H (-2.5130, 2.1136, -5.7575)
H (-3.3486, 0.9147, -4.7505)
H (0.6476, 4.4734, -1.9507)
C (4.5694, -2.1799, 0.8514)
H (-2.9154, 1.1712, 1.5916)
C (-3.3015, -0.4424, 0.2854)
H (-1.9620, 0.4285, -5.7245)
C (1.8293, -1.2794, -1.4027)
H (-5.2213, -1.5470, 0.0267)
C (-3.7477, -1.5108, -1.6149)
H (0.6490, -1.6091, 7.0565)
C (5.2717, -1.0115, 2.9345)
C (-2.3750, 1.2401, -5.1213)
N (0.3996, -0.9208, -1.2934)
C (0.1767, -2.9092, -4.3889)
H (-1.1168, -2.7754, 2.5892)
S (2.5543, 0.6572, 2.9790)
H (1.2022, 4.5718, 3.2855)
C (-4.2711, -1.2213, -0.3654)
H (2.3561, 3.2406, 3.0439)
C (0.4636, 2.9814, 2.0412)
H (-1.6575, 5.7341, 0.0193)
H (1.8994, 3.2931, -2.3535)
N (-0.2475, -1.4488, -2.4226)
H (1.0120, 3.1508, -0.8257)
C (4.2668, -1.2712, 1.9282)
H (-3.0909, 4.6785, -0.0521)
C (-0.2561, 3.9404, 1.2796)
C (-2.0271, 4.7541, -0.2868)
C (1.8516, -2.2176, -2.5834)
V (-0.3803, 0.2747, -0.1450)
H (-5.1902, -2.8788, -2.3555)
H (-2.8052, -0.4041, 2.3649)
H (0.9304, -3.6278, -4.7083)
F (6.1457, 0.0620, 2.6598)
C (-4.3158, -2.3406, -2.7192)
H (3.8923, -3.2029, -0.8743)
F (6.1451, -2.0628, 3.0944)
C (-0.0877, 2.5501, -2.5442)
C (0.4335, -0.9917, 5.0314)

These are the Mulliken partial charges, in e, on atoms 1 to 8: -1.28 -1.17 0.53 0.21 0.26 -1.68 0.26 1.49